A molecular structure, C74H152F6HgN9O12S2 in a non-equilibrium geometry, computed with ωB97M-V/def2-TZVPD.

Last column: Mulliken charge in e.
Geometry (Å):
1 Hg 0.39 -2.36 -2.92  2.548
2 C 0.24 1.69 -1.30  0.451
3 F -0.55 2.72 -1.50  -0.058
4 F 1.23 1.79 -2.19  -0.065
5 F 0.71 1.66 -0.09  -0.077
6 S -0.69 0.08 -1.78  1.018
7 O -2.08 0.11 -1.55  -0.449
8 O -0.35 -0.25 -3.19  -1.773
9 N 0.10 -1.27 -1.00  0.360
10 S -0.30 -1.22 0.57  -0.984
11 O -1.05 -0.10 1.07  0.108
12 O -0.72 -2.56 0.96  -0.326
13 C 1.38 -1.24 1.48  0.106
14 F 1.80 0.01 1.61  0.068
15 F 1.23 -1.86 2.63  0.069
16 F 2.29 -1.92 0.78  -0.233
17 C -0.26 -5.53 -1.19  -1.891
18 C 1.20 -5.96 -0.86  2.036
19 C 1.29 -7.41 -1.35  -1.343
20 C 2.72 -7.89 -1.31  -0.920
21 C 3.65 -6.95 -2.09  -0.998
22 C 3.57 -5.48 -1.69  1.146
23 N 2.15 -5.13 -1.63  -0.032
24 O 1.85 -3.76 -1.64  1.484
25 C 4.39 -5.15 -0.45  -1.482
26 C 4.32 -4.75 -2.84  -1.905
27 C 1.43 -5.83 0.66  -1.812
28 H -0.98 -6.22 -0.77  0.647
29 H -0.49 -5.52 -2.26  0.309
30 H -0.47 -4.50 -0.89  -0.165
31 H 0.62 -8.04 -0.76  0.490
32 H 0.89 -7.55 -2.37  0.415
33 H 2.76 -8.96 -1.53  0.465
34 H 3.00 -7.96 -0.25  0.326
35 H 3.29 -7.08 -3.11  0.387
36 H 4.63 -7.36 -1.86  0.444
37 H 4.16 -5.66 0.48  0.329
38 H 5.44 -5.25 -0.71  0.478
39 H 4.26 -4.08 -0.20  0.222
40 H 4.39 -3.70 -2.54  0.333
41 H 5.31 -5.16 -3.00  0.458
42 H 3.76 -4.76 -3.78  0.323
43 H 2.22 -6.42 1.12  0.263
44 H 0.46 -6.06 1.11  0.569
45 H 1.67 -4.78 0.84  0.133
46 H 2.36 -3.40 -0.89  -0.295
47 C 1.29 -6.88 7.21  -1.744
48 C 2.44 -5.99 7.66  1.397
49 C 3.81 -6.66 7.41  -1.218
50 C 4.49 -6.28 6.08  -0.846
51 C 4.24 -4.77 5.77  -1.256
52 C 2.81 -4.26 5.90  2.220
53 N 2.36 -4.57 7.24  0.311
54 O 1.09 -4.05 7.58  -0.489
55 C 3.00 -2.71 5.84  -2.270
56 C 1.93 -4.65 4.68  -1.791
57 C 2.31 -5.94 9.22  -1.801
58 H 1.37 -7.41 6.26  0.310
59 H 0.34 -6.35 7.08  0.371
60 H 1.05 -7.64 7.96  0.442
61 H 4.51 -6.33 8.18  0.418
62 H 3.71 -7.74 7.52  0.429
63 H 3.99 -7.00 5.41  0.277
64 H 5.53 -6.59 6.02  0.471
65 H 4.61 -4.87 4.74  0.278
66 H 4.93 -4.10 6.29  0.494
67 H 2.05 -2.22 5.63  0.464
68 H 3.41 -2.26 6.75  0.474
69 H 3.75 -2.35 5.14  0.408
70 H 2.25 -4.07 3.82  0.291
71 H 1.99 -5.72 4.49  0.262
72 H 0.90 -4.37 4.93  0.452
73 H 2.21 -6.94 9.65  0.432
74 H 1.35 -5.50 9.50  0.428
75 H 3.19 -5.49 9.67  0.405
76 H 1.31 -3.14 7.79  0.369
77 C 3.73 7.11 -5.85  -1.669
78 C 2.21 6.88 -5.43  1.651
79 C 1.71 5.45 -5.75  -1.638
80 C 2.13 4.32 -4.74  0.514
81 C 1.79 4.78 -3.35  -0.228
82 C 2.19 6.22 -2.98  1.999
83 N 1.83 7.19 -4.05  0.748
84 O 2.09 8.53 -3.67  -0.538
85 C 1.46 6.53 -1.68  -1.910
86 C 3.71 6.21 -2.77  -2.154
87 C 1.33 7.76 -6.31  -2.028
88 H 3.73 7.97 -6.52  0.498
89 H 4.14 6.28 -6.43  0.265
90 H 4.29 7.35 -4.96  0.342
91 H 0.66 5.49 -6.00  -0.314
92 H 2.20 5.04 -6.64  0.556
93 H 3.20 4.08 -4.72  0.745
94 H 1.70 3.33 -4.93  -0.453
95 H 2.27 4.11 -2.62  0.704
96 H 0.72 4.73 -3.16  -0.899
97 H 0.40 6.63 -1.95  0.380
98 H 1.66 5.83 -0.87  0.177
99 H 1.65 7.54 -1.29  0.496
100 H 4.25 5.72 -3.58  0.393
101 H 4.07 7.24 -2.87  0.417
102 H 3.96 5.81 -1.79  0.383
103 H 0.27 7.68 -6.07  0.338
104 H 1.50 7.57 -7.37  0.458
105 H 1.47 8.83 -6.18  0.458
106 H 1.20 8.82 -3.44  0.350
107 C -6.58 -5.40 1.46  -1.889
108 C -5.91 -4.15 2.09  1.946
109 C -4.44 -4.47 2.38  -1.249
110 C -3.57 -4.51 1.16  -0.527
111 C -3.70 -3.15 0.45  -0.615
112 C -5.13 -2.78 0.06  2.272
113 N -6.04 -2.97 1.21  0.869
114 O -7.37 -2.64 0.91  -0.537
115 C -5.17 -1.28 -0.35  -1.531
116 C -5.54 -3.71 -1.07  -2.069
117 C -6.61 -3.79 3.39  -2.080
118 H -6.06 -6.08 0.78  0.309
119 H -7.51 -5.25 0.90  0.396
120 H -6.91 -6.13 2.21  0.446
121 H -4.01 -3.80 3.14  0.087
122 H -4.37 -5.41 2.93  0.529
123 H -3.77 -5.33 0.47  0.389
124 H -2.50 -4.62 1.37  0.028
125 H -2.96 -3.13 -0.36  0.220
126 H -3.32 -2.44 1.19  -0.464
127 H -5.14 -1.22 -1.45  0.364
128 H -6.06 -0.69 -0.15  0.401
129 H -4.22 -0.85 -0.04  0.007
130 H -5.04 -3.50 -2.03  0.411
131 H -5.24 -4.74 -0.89  0.269
132 H -6.59 -3.53 -1.32  0.434
133 H -6.27 -4.39 4.24  0.414
134 H -7.68 -3.91 3.26  0.421
135 H -6.38 -2.75 3.61  0.347
136 H -7.44 -1.78 1.33  0.330
137 C -3.15 1.25 -6.44  -1.852
138 C -3.92 2.54 -6.70  2.103
139 C -5.14 2.51 -5.79  -1.754
140 C -4.77 2.81 -4.31  -0.140
141 C -4.08 4.22 -4.38  -1.563
142 C -2.76 4.31 -5.20  1.517
143 N -3.08 3.70 -6.51  0.325
144 O -2.03 3.81 -7.45  -0.435
145 C -2.38 5.80 -5.39  -1.970
146 C -1.61 3.65 -4.51  -0.366
147 C -4.51 2.56 -8.15  -1.632
148 H -3.63 0.30 -6.70  0.562
149 H -2.91 1.18 -5.38  -0.073
150 H -2.15 1.20 -6.87  0.469
151 H -5.98 3.15 -6.06  0.503
152 H -5.57 1.50 -5.77  0.440
153 H -4.01 2.15 -3.89  -0.111
154 H -5.68 2.94 -3.74  0.410
155 H -3.83 4.50 -3.35  0.434
156 H -4.89 4.89 -4.66  0.441
157 H -3.26 6.42 -5.57  0.508
158 H -1.98 6.21 -4.46  0.309
159 H -1.66 5.84 -6.20  0.321
160 H -1.83 2.64 -4.15  -0.545
161 H -0.80 3.64 -5.24  0.195
162 H -1.35 4.24 -3.62  0.233
163 H -5.60 2.53 -8.25  0.446
164 H -4.20 1.70 -8.75  0.371
165 H -4.25 3.50 -8.63  0.243
166 H -2.50 4.19 -8.21  0.377
167 C 5.01 3.81 4.15  -2.041
168 C 3.62 4.04 3.57  2.084
169 C 2.87 2.68 3.53  -1.935
170 C 1.33 2.81 3.36  1.016
171 C 0.77 3.68 4.45  -1.297
172 C 1.43 5.04 4.44  2.236
173 N 2.88 4.93 4.48  0.142
174 O 3.56 6.08 4.88  -0.457
175 C 0.91 5.90 3.29  -1.906
176 C 0.98 5.74 5.73  -1.943
177 C 3.82 4.76 2.18  -1.385
178 H 5.72 4.62 4.05  0.377
179 H 5.51 2.98 3.64  0.415
180 H 4.89 3.48 5.18  0.491
181 H 3.41 1.95 2.93  0.392
182 H 3.03 2.28 4.54  0.496
183 H 0.95 1.78 3.35  -0.361
184 H 1.12 3.16 2.35  -0.396
185 H 0.95 3.09 5.35  0.428
186 H -0.31 3.72 4.29  0.294
187 H -0.18 5.86 3.37  0.432
188 H 1.16 6.96 3.39  0.448
189 H 1.12 5.61 2.26  0.235
190 H -0.08 5.64 5.96  0.307
191 H 1.54 5.40 6.60  0.466
192 H 1.17 6.81 5.67  0.404
193 H 4.84 4.63 1.84  0.545
194 H 3.75 5.85 2.20  0.182
195 H 3.11 4.42 1.42  -0.021
196 H 3.79 6.51 4.04  0.378
197 C 4.76 -1.39 -4.95  -1.530
198 C 3.62 -0.52 -4.39  1.812
199 C 3.77 0.95 -4.79  -1.073
200 C 3.45 1.27 -6.28  -0.833
201 C 2.04 0.79 -6.54  -0.903
202 C 1.80 -0.70 -6.23  1.471
203 N 2.32 -1.09 -4.87  1.266
204 O 2.08 -2.43 -4.55  -0.468
205 C 0.26 -0.80 -6.06  -1.238
206 C 2.21 -1.57 -7.39  -1.705
207 C 3.61 -0.65 -2.86  -0.760
208 H 5.68 -0.88 -4.68  0.462
209 H 4.69 -1.48 -6.03  0.319
210 H 4.68 -2.34 -4.43  0.252
211 H 3.10 1.61 -4.25  -0.346
212 H 4.84 1.12 -4.69  0.625
213 H 4.22 0.68 -6.80  0.569
214 H 3.51 2.33 -6.51  0.445
215 H 1.80 1.05 -7.57  0.623
216 H 1.38 1.40 -5.90  -0.471
217 H -0.25 0.09 -5.69  -0.152
218 H -0.23 -1.18 -6.96  0.651
219 H -0.09 -1.57 -5.36  -0.117
220 H 2.09 -2.62 -7.10  0.496
221 H 1.65 -1.32 -8.29  0.517
222 H 3.28 -1.57 -7.62  0.282
223 H 4.61 -0.50 -2.46  0.643
224 H 3.33 -1.64 -2.50  -0.426
225 H 2.90 0.02 -2.38  -0.516
226 H 2.41 -3.00 -5.26  0.230
227 C -5.38 2.92 5.17  -1.717
228 C -4.35 2.18 6.12  1.781
229 C -5.13 1.01 6.78  -1.465
230 C -5.25 -0.16 5.80  -0.620
231 C -3.86 -0.56 5.33  -0.729
232 C -3.05 0.53 4.61  2.161
233 N -3.14 1.73 5.42  -0.113
234 O -2.52 2.80 4.76  -0.102
235 C -1.59 0.04 4.58  -1.869
236 C -3.65 0.67 3.19  -1.174
237 C -3.91 3.14 7.23  -1.934
238 H -4.82 3.64 4.58  0.344
239 H -6.02 2.22 4.64  0.294
240 H -6.10 3.54 5.71  0.497
241 H -4.63 0.68 7.69  0.356
242 H -6.14 1.21 7.16  0.428
243 H -5.72 -1.05 6.25  0.513
244 H -6.01 -0.06 5.03  0.318
245 H -3.91 -1.41 4.65  -0.147
246 H -3.25 -0.88 6.19  0.398
247 H -1.59 -0.92 4.06  0.310
248 H -1.07 0.10 5.53  0.558
249 H -1.10 0.77 3.94  -0.150
250 H -3.65 -0.22 2.54  -0.022
251 H -3.20 1.35 2.46  0.402
252 H -4.74 0.73 3.10  0.274
253 H -4.64 3.41 7.98  0.364
254 H -3.14 2.53 7.72  0.485
255 H -3.41 4.04 6.87  0.306
256 H -3.08 3.04 4.00  0.202

Values from the calculation:
* total charge: +1
* E_LUMO: -5.64 eV
* gap between HOMO and LUMO: 3.5520 eV
* E_HOMO: -9.2 eV